Entry 1:
Below is 2 unconnected molecules or ions with the total composition C3H13N2O, with properties calculated with the ωB97M-V functional and the def2-TZVPD basis.

* LUMO energy: -3.187 eV
* maximum force: 3.059 eV Å⁻¹
* HOMO: -13.465 eV
* HOMO-LUMO gap: 10.28 eV

ORCA input file:
```
! RIJCOSX wB97M-V def2-TZVPD def2/J DEFGRID3
* xyz 1 1
H 1.8898 1.5134 -1.7967
N 1.8346 0.6182 -1.3164
H 2.7755 0.3243 -1.0768
C -0.4259 0.7794 -0.4798
H -1.2597 1.1227 1.5558
H -2.0788 0.0276 0.7875
H 0.6378 -2.3644 2.3555
H 1.2221 -0.0744 0.5640
H -0.6664 0.1580 -2.5173
H -1.8275 -0.5501 -1.3635
O -0.1311 -1.8096 2.1573
N -1.1147 0.3447 0.9210
H -0.7597 1.8179 -0.5986
H -0.5937 -0.5346 1.1833
C -0.7832 -0.2329 -1.5033
H -0.8949 -2.3760 2.2213
H 1.3581 1.6251 0.5830
C 1.0778 0.8001 -0.0919
H -0.2601 -1.1893 -1.5844
*
```

=====

Entry 2:
Below is a molecular structure, C3H13N2O, with properties calculated with the ωB97M-V functional and the def2-TZVPD basis.

* LUMO energy: -2.822 eV
* maximum force: 2.612 eV Å⁻¹
* HOMO: -14.181 eV
* HOMO-LUMO gap: 11.36 eV

ORCA input file:
```
! RIJCOSX wB97M-V def2-TZVPD def2/J DEFGRID3
* xyz 1 1
H -0.5447 -1.1559 2.1425
H 0.1426 1.6532 0.5106
H -3.5808 0.5443 -1.3302
O -2.7082 0.5699 -1.7432
N -0.3719 -0.6488 -0.8232
H 1.6969 -0.5077 -1.1253
H 2.1871 -0.4622 1.7687
H 0.7724 0.8951 -1.7967
H -2.7796 1.1677 -2.4939
C 1.0150 0.9820 0.3995
H -0.4119 -1.4394 -1.4645
C 1.2636 0.0986 1.6674
H -1.1908 -0.0996 -1.1270
C 0.8348 0.2133 -0.9341
H 0.9575 0.6603 2.5594
N 0.3113 -1.0530 1.5728
H -0.2126 -1.0316 0.4833
H 0.7373 -1.9759 1.5964
H 1.8820 1.5897 0.1376
*
```

=====

Entry 3:
Below is 2 unconnected molecules or ions with the total composition C3H13N2O, with properties calculated with the ωB97M-V functional and the def2-TZVPD basis.

* LUMO energy: -3.398 eV
* maximum force: 3.956 eV Å⁻¹
* HOMO: -13.801 eV
* HOMO-LUMO gap: 10.40 eV

ORCA input file:
```
! RIJCOSX wB97M-V def2-TZVPD def2/J DEFGRID3
* xyz 1 1
C -0.4020 -0.5452 -0.5911
H 1.4042 -2.5932 0.5620
H 0.1399 0.9541 -1.8480
H 0.6879 -0.6021 -2.3477
H 1.1780 -2.2154 2.3064
H -0.3913 -1.6393 -0.6993
N 1.4500 -0.5189 1.0370
H -1.3744 -0.1576 -0.8844
H 2.8391 -1.9961 1.5745
O -3.2263 3.2616 -1.0372
H -4.0345 3.7106 -0.7675
H -0.1641 0.8564 1.0554
H -0.6694 -0.8756 1.3836
H -2.6803 4.0088 -1.3274
H 1.4238 0.3368 -0.9856
N 0.6067 0.0810 -1.5891
C 1.7773 -1.9039 1.3672
C 0.0015 -0.2056 0.8256
H 1.4337 0.0435 1.9657
*
```

=====

Entry 4:
Below is 3 unconnected molecules or ions with the total composition C3H13N2O2S, with properties calculated with the ωB97M-V functional and the def2-TZVPD basis.

* LUMO energy (spin up / spin down): 5.886 / 5.811 eV
* maximum force: 5.787 eV Å⁻¹
* HOMO (spin up / spin down): 3.601 / -0.343 eV
* HOMO-LUMO gap (spin up / spin down): 2.28 / 6.15 eV
* ⟨S²⟩: 0.75

ORCA input file:
```
! RIJCOSX wB97M-V def2-TZVPD def2/J DEFGRID3
* xyz -2 2
H -0.8053 -1.9033 1.2221
S -2.1606 -1.8665 -0.9327
H -0.0573 -2.8278 -0.0209
H 0.5214 -0.8118 -1.0927
H 1.8471 -0.7604 1.5213
H -0.0750 3.8325 -0.6715
C 0.2750 -0.6241 -0.0392
N 2.6985 -1.0441 -0.3505
H 2.7261 -2.0223 -0.2679
O 0.1598 1.8223 2.7950
H 3.5411 -0.6044 -0.6478
H 0.6671 1.0134 3.1356
H -0.3704 1.2834 2.0675
O 0.1739 4.1689 -1.5355
H -0.2696 1.3501 -0.4195
C 1.7716 -0.4038 0.5165
H 0.4207 3.4670 -2.0069
C -0.6059 -1.8874 0.0944
H -1.5474 0.3001 -0.0395
H 1.9088 0.6994 0.4535
N -0.5915 0.5313 0.0911
*
```

=====

Entry 5:
Below is 3 unconnected molecules or ions with the total composition C3H13N2O3, with properties calculated with the ωB97M-V functional and the def2-TZVPD basis.

* LUMO energy: 3.859 eV
* maximum force: 2.586 eV Å⁻¹
* HOMO: -3.814 eV
* HOMO-LUMO gap: 7.67 eV

ORCA input file:
```
! RIJCOSX wB97M-V def2-TZVPD def2/J DEFGRID3
* xyz -1 1
O -2.0838 -1.1540 -0.5938
H -3.7066 0.5959 1.2656
N 0.3482 -0.8154 -0.6701
H -0.6611 -2.6161 -0.3804
O 2.7441 -1.4511 0.6440
H 2.1860 1.2278 0.1020
H 1.9543 -1.2831 0.1548
H -0.6055 2.1906 0.2931
H -0.8369 -1.4930 0.9976
H 0.7404 0.9252 -1.7781
C 0.1842 1.4496 0.2259
C -0.9226 -1.5683 -0.1074
H 0.0892 0.7874 1.0838
H 3.3241 -1.9847 0.0987
H -0.9968 0.5827 -1.3624
H -2.6275 0.0940 0.3380
N 1.5539 2.0075 0.2511
H 0.4319 -1.3709 -1.5171
H 1.7808 2.3659 1.1717
O -2.9365 0.9294 0.8034
C 0.0404 0.5807 -1.0203
*
```

=====

Entry 6:
Below is 3 unconnected molecules or ions with the total composition C3H13N2O3, with properties calculated with the ωB97M-V functional and the def2-TZVPD basis.

* LUMO energy: -3.130 eV
* maximum force: 3.768 eV Å⁻¹
* HOMO: -13.914 eV
* HOMO-LUMO gap: 10.78 eV

ORCA input file:
```
! RIJCOSX wB97M-V def2-TZVPD def2/J DEFGRID3
* xyz 1 1
H 1.9466 -1.6548 0.9092
H -0.5730 -2.1844 0.5879
H 2.4319 1.9467 -0.7422
H 1.5210 -1.4217 -0.8517
N -0.7413 -0.1557 0.1839
H -3.0497 -1.0680 -0.4060
C 0.0395 -1.2406 0.7749
H -1.6437 -0.0982 0.6459
N 2.5123 0.9566 -0.5469
H -2.8885 -1.9561 -1.9098
H -0.3333 0.9175 0.1961
C 1.3999 -1.0888 0.2081
O -2.4742 -1.4304 -1.1842
H -0.8636 2.8707 0.7671
H -1.8151 2.9563 -0.4161
H 3.1874 0.4408 -0.9540
C 1.8441 0.4107 0.4613
O -1.1780 2.3206 0.0206
H 0.0912 -1.3565 1.8404
O 1.3020 1.1835 1.2839
H -0.7155 -0.3482 -0.8684
*
```

=====

Entry 7:
Below is 3 unconnected molecules or ions with the total composition C3H13N2O3, with properties calculated with the ωB97M-V functional and the def2-TZVPD basis.

* LUMO energy: -2.999 eV
* maximum force: 1.920 eV Å⁻¹
* HOMO: -13.861 eV
* HOMO-LUMO gap: 10.86 eV

ORCA input file:
```
! RIJCOSX wB97M-V def2-TZVPD def2/J DEFGRID3
* xyz 1 1
H -1.3973 -2.2089 -0.8433
H 0.9536 1.2617 -0.5230
H 2.2831 -1.6390 0.9955
H 0.0164 3.2090 0.6186
N 1.8218 -0.9204 0.4673
H -0.0363 0.1417 -1.2171
C -0.5018 2.4750 1.2262
O 0.2391 -0.3000 1.9743
H -2.6671 -1.9773 0.0688
H -1.4714 1.7354 -0.5083
N -1.0043 1.4046 0.3350
H -1.6336 0.7094 0.7519
O -1.7880 -1.6383 -0.1505
C 0.1201 0.6107 -0.2437
H 1.2016 -2.9883 -2.1150
C 0.7032 -0.2895 0.8582
H 0.1019 2.0333 2.0132
H 1.2325 -1.6250 -2.9107
O 1.0650 -2.0389 -2.0756
H 2.0631 -0.9306 -0.5031
H -1.3015 2.9754 1.7813
*
```

=====

Entry 8:
Below is 2 unconnected molecules or ions with the total composition C3H13N3, with properties calculated with the ωB97M-V functional and the def2-TZVPD basis.

* LUMO energy: 1.203 eV
* maximum force: 3.113 eV Å⁻¹
* HOMO: -8.809 eV
* HOMO-LUMO gap: 10.01 eV

ORCA input file:
```
! RIJCOSX wB97M-V def2-TZVPD def2/J DEFGRID3
* xyz 0 1
H -0.0007 -0.0521 -6.3734
H -1.3700 0.0313 3.7985
H 0.0275 2.4043 -6.0583
H -1.0251 -2.2521 5.8588
C -1.6359 -1.7155 5.1492
N 0.8787 2.4121 -5.4887
H 0.5317 0.6708 -4.0712
H 2.0462 1.0851 -4.6071
N 0.8950 -0.0699 -5.9184
H -2.4637 -1.0810 5.5043
H 0.3437 -0.4579 6.1491
C -0.7157 -0.7006 4.3354
H -2.0648 -2.3487 4.3730
N 0.3839 -0.0310 5.2154
H 1.3082 -0.9835 -5.9191
H 1.6565 2.5078 -6.1480
H 0.2869 0.9989 5.3563
H -0.1250 -1.4509 3.8246
C 1.0427 1.0328 -4.9803
*
```

=====

Entry 9:
Below is a gas-phase ion, C3H13N4PS (charge +2), with properties calculated with the ωB97M-V functional and the def2-TZVPD basis.

* LUMO energy: -7.697 eV
* maximum force: 6.250 eV Å⁻¹
* HOMO: -16.277 eV
* HOMO-LUMO gap: 8.58 eV

ORCA input file:
```
! RIJCOSX wB97M-V def2-TZVPD def2/J DEFGRID3
* xyz 2 1
H 3.3783 -0.0019 -0.4228
H 2.3136 1.9042 -1.1462
H -1.8543 0.8985 0.7275
N -1.1407 -1.1121 2.0936
N -3.1858 -0.1650 -0.6474
H 2.6925 -0.9351 -1.5988
H -2.5715 -0.0212 -1.4986
H 0.9066 -1.2481 0.8628
C 0.8546 0.6215 -0.2825
N 2.9389 0.0182 -1.3802
N -2.1065 -1.0508 1.3342
S -0.5146 -0.2789 -0.9343
H -3.8522 0.5488 -0.6003
C 1.8839 0.9210 -1.3420
C -2.0171 -0.0676 0.3126
H -3.6490 -1.1657 -0.6390
H 0.4079 1.5340 -0.0169
P 1.7098 -0.2069 1.2307
H -1.2603 -1.8421 2.8058
H 3.8023 0.1602 -2.0399
H 1.3950 0.8381 -2.2703
H 0.9048 0.2894 2.2253
*
```

=====

Entry 10:
Below is a gas-phase ion, C3H13N4S (charge +1), with properties calculated with the ωB97M-V functional and the def2-TZVPD basis.

* LUMO energy: -3.155 eV
* maximum force: 6.199 eV Å⁻¹
* HOMO: -12.881 eV
* HOMO-LUMO gap: 9.73 eV

ORCA input file:
```
! RIJCOSX wB97M-V def2-TZVPD def2/J DEFGRID3
* xyz 1 1
H 1.2913 -1.6135 1.1248
H 2.0513 1.2701 1.1861
H -1.1006 -0.5894 1.7031
S -2.4112 -1.5349 -0.1610
H -0.1694 1.6339 -2.3913
H 1.2417 1.7736 -0.1942
H -1.5833 -2.5476 -0.3073
H 2.1814 -0.7315 -0.0688
H -1.7941 -0.3415 -2.1045
N -1.4083 -0.7726 -1.2190
C 1.1832 -0.9673 0.2620
H -1.2977 1.3776 -0.4141
C 0.3779 0.2846 0.5198
C -0.5103 0.6530 -0.6691
H 0.4752 0.2753 -2.3110
H 0.7849 -1.6355 -0.5576
N 1.1514 1.5078 0.7198
N 0.2464 1.0565 -1.7425
H 0.3642 -0.2428 2.5346
N -0.3910 0.1141 1.8296
H -0.6830 1.0301 2.2607
*
```

=====

Calculated values (kcal/mol) of relative energy (zero: lowest compared OMol25 entry of this formula, charge and spin) for the records, taken in order: 23.8 17.2 40.0 0.0 0.0 54.0 20.8 36.9 37.7 67.5.